# 1
{"formula": "C6H13N2", "method": "ωB97M-V/def2-TZVPD", "species": ["N", "N", "C", "C", "C", "C", "C", "C", "H", "H", "H", "H", "H", "H", "H", "H", "H", "H", "H", "H", "H"], "coordinates": [[1.75765, 1.29146, -0.09256], [1.01887, -0.81749, 0.33347], [-3.86063, -0.18467, -0.42009], [3.34323, -0.55827, -0.37587], [-0.47787, -0.36543, 0.76580], [-2.81171, 0.40271, 0.13067], [-1.38310, 0.30601, -0.35193], [1.98310, -0.02058, -0.05829], [-1.09278, 1.34233, -0.46023], [-4.86416, 0.06847, -0.04517], [-0.88189, -1.18132, 1.23402], [-0.28307, 0.22367, 1.66752], [0.81694, 1.56063, 0.34102], [-3.81686, -0.99419, -1.19579], [1.03080, -1.86053, 0.27965], [-1.48750, -0.34312, -1.29927], [2.59510, 1.82395, 0.06598], [3.56877, -0.93635, -1.37548], [3.70840, -1.32765, 0.38455], [-2.89705, 1.21060, 0.89126], [4.03376, 0.35976, -0.41926]], "forces_ev_per_angstrom": [[-1.7, -0.4, 1.1], [-3.2, -1.0, 0.2], [-0.7, -0.7, 0.1], [2.1, 1.1, 0.6], [2.8, 2.0, -1.6], [0.5, 1.2, 0.5], [-0.4, -2.3, 0.3], [-0.4, -1.2, 0.1], [0.4, 0.0, -0.9], [0.5, -0.2, -0.3], [-1.1, -2.6, 0.3], [-0.1, 0.8, -0.4], [2.2, 0.1, -1.0], [0.2, 1.0, 0.7], [0.8, 1.5, -0.2], [1.1, 1.3, 1.2], [-0.2, 0.8, -0.1], [-1.0, -0.3, 0.0], [-0.6, 1.2, -1.0], [-0.6, -0.8, -0.4], [-0.7, -1.4, 0.7]], "lowdin_charge": [0.206, 0.112, 0.019, 0.015, -0.067, -0.227, -0.178, -0.394, 0.091, 0.073, 0.082, 0.123, 0.144, 0.087, 0.180, 0.147, 0.126, 0.099, 0.128, 0.118, 0.115], "e_above_lowest_kj_mol": 137.3, "smiles": "C=CCCNC(C)=[NH2+]", "lumo_ev": -3.205, "total_charge": 1, "total_energy_ha": -345.64371}

# 2
{"formula": "C5H27O12", "method": "ωB97M-V/def2-TZVPD", "species": ["O", "O", "O", "O", "O", "O", "O", "O", "O", "O", "O", "O", "C", "C", "C", "C", "C", "H", "H", "H", "H", "H", "H", "H", "H", "H", "H", "H", "H", "H", "H", "H", "H", "H", "H", "H", "H", "H", "H", "H", "H", "H", "H", "H"], "coordinates": [[-0.46319, -1.51038, 1.92844], [2.18212, -2.44641, 2.29919], [0.48451, 4.44623, -1.35513], [0.14825, 1.57841, -1.86213], [-2.07740, 1.45608, -3.01431], [1.57398, -0.19278, 3.75594], [-3.85139, 0.81742, -0.73075], [-2.27451, 0.82427, 3.37162], [1.24354, 2.02925, -0.02505], [-1.52216, -3.22811, -2.34462], [-1.47281, -0.66433, -0.44684], [-1.18652, 3.85228, 0.42838], [1.86398, 0.03874, -1.40766], [2.43153, -2.96290, 1.02370], [1.09313, 1.31291, -1.04317], [2.80916, -1.90491, -0.01295], [1.65759, -0.95501, -0.22736], [-4.73044, 0.90793, -0.32506], [1.58405, -3.51578, 0.60288], [-1.36856, 3.93481, -0.52963], [0.70402, -1.45707, -0.31499], [-1.40467, 1.11595, 2.96004], [3.17418, -3.78626, 1.06402], [-1.08795, 1.49117, -3.00958], [-4.02029, 0.86900, -1.68443], [3.72581, -1.36670, 0.28606], [2.96660, 0.27464, -1.64109], [0.89563, -0.68418, 3.30128], [-1.79768, -2.34646, -2.09814], [-2.33655, -0.20267, -0.56433], [1.49518, -0.39929, 0.75018], [1.37286, -0.43606, -2.25720], [3.08842, -2.33936, -1.00490], [-2.19572, 1.66090, -2.08580], [1.26090, -2.22519, 2.48434], [2.40752, -0.14519, 3.29171], [-1.33747, -1.89113, 2.01329], [-0.61804, -0.84680, 1.19997], [0.28932, 3.62096, -1.84425], [-0.80391, -3.15036, -2.97020], [-0.93106, -0.04183, -0.99601], [-3.03748, 1.32677, 3.06345], [-0.54093, 3.12773, 0.47953], [0.60646, 4.01371, -0.50844]], "forces_ev_per_angstrom": [[0.0, 0.8, -0.4], [0.9, -0.2, 0.5], [0.2, -0.3, -1.3], [0.2, -0.2, -0.2], [0.1, -0.1, -0.3], [-0.1, 1.0, 1.5], [-0.8, 0.1, -0.2], [1.3, -0.1, -0.2], [0.9, -1.3, -0.2], [-0.3, -0.8, 0.0], [-0.3, 1.3, -1.1], [-0.9, -0.5, 0.2], [0.9, 0.0, 1.3], [-0.1, -1.1, -1.1], [-1.1, 1.3, -0.2], [0.5, -0.3, -0.5], [0.5, 1.6, 1.4], [0.6, -0.1, -0.1], [-0.5, 0.3, 0.2], [0.4, 0.1, 0.8], [0.0, -0.6, -0.6], [-2.1, -0.2, 0.5], [0.2, 0.7, 0.4], [-0.6, -0.2, -0.1], [0.2, 0.0, 0.1], [-0.4, 0.0, 0.1], [-1.6, -0.4, 0.5], [0.0, 0.0, -0.7], [0.2, 0.5, 0.2], [0.3, -0.5, 0.6], [0.5, -0.2, -1.2], [0.3, 0.4, -0.3], [-0.3, -0.3, 0.7], [-0.2, 0.3, 0.3], [-0.1, -0.3, -0.9], [-0.3, -0.5, -0.6], [-0.2, -0.2, 0.2], [0.2, -0.8, 0.6], [0.2, 0.4, -0.3], [0.1, 0.3, -0.1], [0.0, -0.5, 0.4], [0.8, 0.3, -0.3], [-0.2, -0.1, 0.0], [0.5, 0.4, 0.4]], "lowdin_charge": [-0.074, -0.079, -0.099, -0.131, -0.104, -0.055, -0.049, -0.093, -0.024, -0.058, -0.074, -0.098, -0.088, -0.291, -0.640, -0.200, -0.229, 0.068, 0.113, 0.037, 0.082, 0.070, 0.111, 0.013, 0.053, 0.117, 0.142, -0.026, 0.000, 0.024, 0.116, 0.103, 0.119, -0.017, 0.036, 0.031, 0.059, 0.038, 0.015, 0.023, 0.045, 0.024, 0.002, -0.012], "e_above_lowest_kj_mol": 29.4, "lumo_ev": 2.307, "total_charge": -1, "total_energy_ha": -1109.67369}

# 3
{"formula": "C7H24O9Tl2", "method": "ωB97M-V/def2-TZVPD", "species": ["Tl", "Tl", "O", "O", "O", "O", "O", "O", "O", "O", "O", "C", "C", "C", "C", "C", "C", "C", "H", "H", "H", "H", "H", "H", "H", "H", "H", "H", "H", "H", "H", "H", "H", "H", "H", "H", "H", "H", "H", "H", "H", "H"], "coordinates": [[-3.61189, 2.20762, 2.38170], [0.58830, -3.76358, 4.97208], [-3.01445, -1.13282, -2.25008], [0.58950, 5.03441, 2.33931], [2.25512, -5.47418, 0.42138], [-0.90575, 5.67059, -0.30456], [-0.45545, -6.14414, 0.54944], [-4.25780, 1.25939, -2.93225], [4.60233, 1.76973, 2.92486], [-3.82957, -2.05509, 4.45430], [0.30948, -0.19914, 1.97961], [1.04061, 5.90635, 1.28279], [1.60735, -5.48899, -0.84167], [0.39246, -6.45451, -0.55577], [-3.57966, -0.97827, -3.48921], [0.49895, 5.57427, -0.17038], [-3.40410, 0.52798, -3.82822], [5.51517, 2.06531, 1.89601], [4.94960, 2.65617, 1.17552], [0.90008, 6.32277, -0.85372], [2.10564, 6.07328, 1.12176], [-4.37250, -2.05180, 5.26654], [-3.04312, -1.60905, -4.19797], [-1.31661, -6.33688, 0.17148], [2.23828, -6.00442, -1.56579], [1.30108, 5.10320, 2.98003], [0.70637, 4.52575, -0.38416], [6.34271, 2.72909, 2.14637], [3.07582, -5.95121, 0.27816], [0.90609, -7.37477, -0.27757], [-0.17536, -6.72431, -1.44621], [-2.31657, 0.60104, -3.82081], [-3.62414, 0.59998, -4.89335], [5.83007, 1.08892, 1.52778], [0.63338, 6.86611, 1.60081], [3.84148, 1.48782, 2.41180], [-3.47383, -1.83837, -1.78881], [1.25743, -4.48733, -1.09136], [0.25340, -0.57839, 1.08097], [-4.55101, -1.43061, -3.68912], [-1.09229, 6.06098, -1.16154], [-4.71678, 1.94712, -3.42008]], "forces_ev_per_angstrom": [[-0.1, 0.2, 0.1], [0.1, -0.2, 0.2], [-0.1, -0.6, 0.9], [1.0, 0.5, -1.6], [0.1, 0.9, -0.9], [0.2, -0.5, 0.6], [1.0, 0.3, -1.5], [1.7, -0.8, -0.8], [0.1, 0.4, 0.4], [0.2, 0.1, -0.2], [-0.1, 0.0, -0.1], [-1.2, -0.2, -0.5], [-0.1, -0.9, 2.0], [-0.6, -1.2, 0.1], [-0.4, 0.2, -0.7], [-1.4, 1.1, 0.9], [-0.8, -1.3, -0.9], [-0.1, 0.8, 0.0], [0.0, -0.3, -0.9], [0.8, -0.5, 0.1], [0.3, -0.7, 0.7], [-0.2, -0.1, 0.1], [1.0, 0.4, -0.8], [-0.7, 0.2, 0.4], [-0.3, 0.4, -0.4], [0.2, -0.4, 0.6], [0.8, -0.2, -0.1], [0.0, -0.6, 0.8], [0.5, -0.2, 0.5], [0.4, -0.2, 0.1], [-0.1, 0.6, -0.2], [0.1, 1.1, 1.0], [-0.6, 0.6, 0.1], [0.4, 0.0, -0.7], [-0.4, 0.6, -0.6], [-0.5, -0.4, 0.4], [-0.1, -0.2, 0.3], [0.0, 0.0, -0.2], [0.1, 0.1, 0.1], [-0.7, 0.5, 1.0], [-0.3, 0.4, -0.2], [-0.2, 0.2, -0.3]], "lowdin_charge": [0.971, 0.978, 0.045, 0.022, 0.009, 0.015, 0.042, 0.034, 0.017, 0.057, -0.065, -0.137, -0.126, -0.156, -0.210, -0.149, -0.161, -0.076, 0.102, 0.143, 0.136, 0.045, 0.157, 0.112, 0.146, 0.109, 0.142, 0.111, 0.121, 0.147, 0.141, 0.133, 0.139, 0.121, 0.156, 0.091, 0.121, 0.137, -0.002, 0.147, 0.116, 0.117], "lumo_ev": -16.896, "total_charge": 4, "total_energy_ha": -1301.03503}

# 4
{"formula": "C12H41N3O7", "method": "ωB97M-V/def2-TZVPD", "species": ["O", "O", "O", "O", "O", "O", "O", "N", "N", "N", "C", "C", "C", "C", "C", "C", "C", "C", "C", "C", "C", "C", "H", "H", "H", "H", "H", "H", "H", "H", "H", "H", "H", "H", "H", "H", "H", "H", "H", "H", "H", "H", "H", "H", "H", "H", "H", "H", "H", "H", "H", "H", "H", "H", "H", "H", "H", "H", "H", "H", "H", "H", "H"], "coordinates": [[5.24237, -3.54307, -0.81347], [0.56846, 0.74295, 5.04525], [-0.61762, -0.84229, 0.25235], [0.19130, 0.38771, -2.13087], [-2.86415, -0.19673, 1.79724], [-3.78924, -0.37998, -3.47784], [0.94667, 1.24830, 1.29156], [0.15101, 3.74518, 7.19375], [-4.81393, 2.19830, -3.46809], [4.01364, -0.77192, -2.87171], [-2.51970, -0.99396, -3.38013], [-0.06594, 1.90591, 5.57784], [2.60016, -2.28108, -1.65214], [5.04850, -2.87005, -2.05024], [-4.13700, 0.22829, -4.69955], [6.23894, -4.55565, -0.85729], [0.59833, 2.39346, 6.84683], [-5.46178, 2.04083, -5.84973], [0.38166, 1.48175, 8.04137], [4.03269, -1.76088, -1.81673], [-5.26270, 1.28830, -4.54715], [-0.21263, 0.05628, 4.08037], [-3.89992, 2.54750, -3.74612], [-0.67914, 1.29239, 8.22118], [6.72264, -4.54739, -1.83675], [-1.14604, 1.72309, 5.62372], [-0.29154, 1.20753, -1.97017], [0.84376, 0.50429, 7.87907], [-5.79387, 1.33738, -6.61748], [-1.18885, -0.15304, 4.53642], [3.23335, -0.14016, -2.86014], [-0.05907, -0.19419, 0.72673], [-6.23519, 2.80018, -5.74903], [2.33672, -2.59296, -0.64207], [-0.33041, -0.78931, -0.67405], [0.27899, 1.89161, 1.02190], [-4.65487, 1.58839, -2.67023], [-0.47017, 0.68726, 3.22868], [6.91092, -4.41213, -0.01671], [-2.22930, -1.36837, -2.40326], [-2.95602, 0.40531, 1.05467], [1.67667, 2.35771, 6.66941], [4.86974, -0.26026, -3.02586], [2.26518, -3.11097, -2.28315], [-1.70343, -0.34044, -3.69529], [-2.19688, -0.83468, 1.50173], [1.77658, 1.59368, 0.94124], [-4.50174, -0.62681, -5.29379], [4.29854, -1.28281, -0.86268], [0.32506, 4.32365, 6.36590], [0.34353, -0.84538, 3.85220], [6.00890, -2.51223, -2.43200], [0.41022, 0.41408, -3.07057], [0.09885, 2.65855, 4.79255], [5.76249, -5.53801, -0.79776], [0.88211, 1.88112, 8.92237], [-3.26783, 0.66780, -5.20456], [-2.60909, -1.82174, -4.09080], [-6.16952, 0.79706, -4.19198], [-0.87094, 3.77691, 7.16341], [1.90722, -1.49574, -1.96046], [-4.54909, 2.51099, -6.21855], [4.58241, -3.62150, -2.69934]], "forces_ev_per_angstrom": [[0.2, 0.4, 0.4], [0.2, 0.0, 0.7], [0.2, 0.1, 0.0], [0.2, 0.3, -0.3], [-0.1, -0.1, 0.3], [-0.1, 1.1, 2.0], [0.0, 0.4, -0.2], [-0.2, 0.6, -1.1], [-0.5, -0.1, -0.3], [0.5, -0.3, -1.2], [-0.4, -0.3, -1.7], [0.6, -0.5, -1.7], [-0.7, -0.2, -0.1], [-0.7, -0.8, 0.4], [-0.7, -1.4, -0.8], [-0.9, 0.0, -0.5], [-0.2, -0.7, 0.6], [-0.4, -0.5, -0.1], [0.1, -0.7, -0.1], [-0.5, 0.3, 0.8], [1.8, 0.0, 0.9], [-0.6, 0.7, 1.1], [0.0, 0.1, 0.1], [0.0, 0.2, 0.2], [0.5, 0.1, 0.2], [-0.1, 0.1, 0.5], [0.0, -0.1, 0.0], [-0.1, 0.0, -0.2], [0.0, 0.1, -0.1], [0.0, -0.5, -0.1], [-0.1, 0.0, 0.3], [0.0, -0.4, -0.3], [0.1, 0.1, 0.1], [0.3, 0.2, 0.1], [0.0, 0.0, 0.4], [0.1, 0.0, 0.1], [0.1, 0.3, 0.1], [0.5, -0.1, -0.3], [0.3, -0.1, -0.1], [-0.8, 0.1, 0.3], [0.0, -0.1, -0.1], [0.0, 0.5, -0.2], [0.1, -0.1, 0.2], [0.8, -0.1, -0.2], [-0.1, 0.2, -0.2], [-0.1, 0.2, -0.2], [0.0, -0.1, 0.0], [0.1, 0.4, -0.6], [0.1, -0.2, 0.1], [0.5, 0.1, 0.3], [-0.2, 0.0, -0.4], [-0.1, 0.1, -0.2], [0.0, -0.1, 0.1], [-0.3, 0.4, 0.2], [0.0, 0.0, 0.3], [-0.3, 0.2, 0.1], [0.1, 0.1, 0.1], [0.8, -0.4, 0.1], [-0.1, 0.0, -0.2], [0.0, -0.4, 0.6], [0.0, 0.2, 0.4], [0.1, 0.0, 0.2], [0.3, 0.3, -0.7]], "lowdin_charge": [-0.200, -0.198, -0.086, -0.062, -0.074, -0.210, -0.042, 0.030, 0.029, 0.028, -0.091, -0.218, -0.050, -0.205, -0.220, -0.098, -0.453, -0.072, -0.069, -0.429, -0.418, -0.108, 0.064, 0.079, 0.080, 0.126, 0.063, 0.077, 0.078, 0.087, 0.049, 0.001, 0.078, 0.083, 0.000, 0.062, 0.060, 0.057, 0.085, 0.085, 0.020, 0.142, 0.070, 0.083, 0.062, 0.004, 0.066, 0.128, 0.135, 0.067, 0.097, 0.123, 0.056, 0.121, 0.084, 0.075, 0.122, 0.092, 0.139, 0.074, 0.041, 0.076, 0.128], "e_above_lowest_kj_mol": 169.7, "smiles": "COC[C@H](C)N.COC[C@H](C)N.COC[C@H](C)N.O.O.O.O", "lumo_ev": -0.341, "total_energy_ha": -1172.64820}

# 5
{"formula": "C4H9N2O", "method": "ωB97M-V/def2-TZVPD", "species": ["O", "N", "N", "C", "C", "C", "C", "H", "H", "H", "H", "H", "H", "H", "H", "H"], "coordinates": [[2.03048, -1.42886, -0.19691], [1.08932, 1.91321, 0.05491], [2.11619, -0.19528, -0.08074], [-0.70942, -0.28822, 0.38961], [-1.47264, 0.45374, -0.59579], [-0.49349, -1.61405, 0.30479], [1.38615, 0.70909, 0.15279], [0.31273, 2.11184, -0.55159], [-2.18084, 1.23236, -0.00844], [-0.94088, -2.24088, -0.41980], [0.91351, -1.83060, -0.02228], [-0.67628, 0.79749, -1.24215], [-2.05838, -0.29809, -1.20804], [-0.07080, -2.00517, 1.24409], [-0.41954, 0.23003, 1.29192], [1.17389, 2.45338, 0.88763]], "forces_ev_per_angstrom": [[-0.2, -3.1, 0.2], [-0.9, 3.4, 0.3], [-0.9, -0.2, -0.6], [-0.2, -0.8, 0.7], [-2.5, 0.3, 0.4], [0.8, 0.1, 2.1], [1.6, -2.4, -0.2], [0.0, 0.7, -0.4], [1.7, -1.5, -2.0], [-0.4, -0.6, -0.6], [1.9, 1.6, -0.3], [-0.6, 1.0, -0.8], [0.3, 1.3, 0.6], [-0.5, -0.6, -0.4], [-0.1, -0.2, 0.3], [-0.1, 0.9, 0.5]], "lowdin_charge": [0.032, 0.227, 0.089, -0.240, -0.067, 0.003, -0.192, 0.125, 0.168, 0.106, 0.145, 0.072, 0.123, 0.129, 0.124, 0.155], "e_above_lowest_kj_mol": 678.6, "lumo_ev": -4.662, "total_charge": 1, "total_energy_ha": -342.09879}

# 6
{"formula": "C8H5N3", "method": "ωB97M-V/def2-TZVPD", "species": ["N", "N", "N", "C", "C", "C", "C", "C", "C", "C", "C", "H", "H", "H", "H", "H"], "coordinates": [[1.75227, -0.27745, -0.24340], [1.41988, 1.86482, 0.24078], [-1.98994, 0.55371, -0.18060], [0.59881, -2.12701, 0.09251], [1.85736, -1.54073, 0.30355], [-1.14024, 1.60308, -0.07658], [0.47270, 0.00137, -0.56041], [0.21421, 1.32490, -0.22020], [-0.33700, -1.14600, -0.36839], [-1.67654, -0.77294, -0.27132], [2.25135, 0.84925, 0.25894], [3.25553, 0.94073, 0.62938], [0.34137, -3.13250, 0.36770], [-1.55260, 2.55966, 0.19997], [-2.49447, -1.46064, -0.13036], [-2.97269, 0.75977, -0.04158]], "forces_ev_per_angstrom": [[-1.3, -0.4, -0.5], [0.2, 0.6, 0.2], [-0.3, 0.0, 0.0], [0.4, -0.2, 0.0], [0.3, -2.9, 0.3], [0.5, 0.3, 0.0], [-0.6, 0.2, 0.0], [-0.2, -1.2, -0.2], [0.0, 1.3, 0.0], [0.4, -0.3, -0.1], [0.3, 2.8, 0.2], [0.2, -0.2, 0.1], [0.0, -0.2, 0.1], [-0.1, 0.0, 0.0], [-0.1, 0.1, 0.0], [0.2, 0.0, -0.1]], "lowdin_charge": [-0.058, 0.134, 0.053, -0.106, -0.046, 0.011, -0.168, -0.184, -0.137, 0.002, -0.118, 0.133, 0.067, 0.128, 0.126, 0.162], "e_above_lowest_kj_mol": 109.7, "lumo_ev": [-0.147, -0.147], "total_energy_ha": -471.98630}